(1)
Entry from the OMol25 dataset: a structure of composition C31H23BrN2O4Pb (ωB97M-V with the def2-TZVPD basis set).

Each line ends with the natural charge from an NBO analysis.
Atoms and positions in Å:
Pb  0.4227  0.0928  0.1137  1.251
C  -3.3723  3.4164  -1.2179  -0.723
C  -2.3529  2.3418  -1.4771  0.605
O  -1.8639  1.7035  -0.5704  -0.554
C  -1.9629  2.0175  -2.8886  -0.256
C  -2.6980  2.3918  -3.9492  -0.067
C  -2.3341  2.0471  -5.3204  -0.165
C  -1.3918  1.1382  -5.5817  -0.153
C  -0.7062  0.4530  -4.4674  -0.193
C  -0.7152  1.2750  -3.1771  0.549
O  0.2700  1.2547  -2.4807  -0.491
H  -3.5038  3.5275  -0.1466  0.264
H  -4.3351  3.1531  -1.6629  0.249
H  -3.0531  4.3675  -1.6510  0.252
H  -3.5780  3.0068  -3.7992  0.245
H  -2.8574  2.5330  -6.1356  0.258
H  -1.1161  0.9081  -6.6018  0.251
H  0.3098  0.1413  -4.6905  0.258
O  -1.6958  -2.7535  -7.4038  -0.615
C  -1.9321  -1.8887  -6.4221  0.745
O  -2.7701  -1.0447  -6.5290  -0.509
C  -1.1392  -1.9860  -5.1357  0.043
C  -1.5374  -1.0791  -4.0560  -0.333
C  -1.0514  -1.4357  -2.7402  0.077
C  0.0835  -2.2089  -2.5776  0.048
C  0.5924  -2.8509  -3.7099  -0.025
C  -0.0613  -2.7995  -4.9537  -0.229
N  0.7240  -2.2047  -1.3294  -0.479
C  1.5750  -3.0441  -0.9043  0.202
C  2.4448  -2.6989  0.2386  0.091
C  3.3180  -3.6432  0.7419  -0.177
C  4.2508  -3.2569  1.6978  -0.134
C  4.2692  -1.9412  2.1098  -0.196
C  3.3226  -1.0604  1.5898  0.083
N  2.4291  -1.4224  0.6789  -0.474
H  -1.0320  -3.4224  -7.2086  0.495
H  -2.5851  -0.7896  -4.0984  0.311
H  -1.5587  -1.0298  -1.8700  0.239
H  1.4997  -3.4415  -3.6225  0.245
H  0.3214  -3.4214  -5.7535  0.241
H  1.7502  -4.0207  -1.3680  0.189
H  3.2716  -4.6680  0.3910  0.240
H  4.9553  -3.9747  2.0992  0.251
H  4.9977  -1.5835  2.8247  0.253
H  3.2817  -0.0293  1.9249  0.222
Br  1.3788  2.4823  1.4027  0.104
C  0.5608  2.0961  3.1053  -0.059
C  0.5597  3.0970  4.0191  -0.229
C  0.0254  2.8378  5.3003  -0.190
C  -0.4125  1.5869  5.6130  -0.161
C  -0.3763  0.5364  4.6615  -0.063
C  -0.7504  -0.7834  5.0192  -0.156
C  -0.6946  -1.8008  4.1156  -0.209
C  -0.3177  -1.5312  2.7758  -0.243
C  0.0262  -0.2649  2.3742  -0.497
C  0.0715  0.7896  3.3324  -0.047
H  0.9725  4.0699  3.7842  0.243
H  -0.0081  3.6359  6.0303  0.240
H  -0.7889  1.3736  6.6080  0.233
H  -1.0661  -0.9731  6.0399  0.230
H  -0.9535  -2.8124  4.4085  0.229
H  -0.3303  -2.3580  2.0654  0.196

Output
Kohn-Sham gap: 0.1437 Eh
LUMO level: -8.75 eV
total charge: +2
HOMO level: -12.7 eV

---

(2)
Entry from the OMol25 dataset: a structure of composition C17H35EuN2O6P4S in a non-equilibrium geometry (ωB97M-V with the def2-TZVPD basis set).

Each line ends with the natural charge from an NBO analysis.
Atoms and positions in Å:
C  -4.3553  -3.6811  1.7034  -0.599
C  -3.1761  -3.9440  2.6599  -0.481
C  -1.8737  -4.0152  1.9473  0.795
O  -1.4806  -5.0018  1.4236  -0.569
O  -1.1981  -2.8611  1.9299  -0.531
C  -0.0114  -2.9488  1.1153  -0.095
C  0.8011  -1.6726  0.9615  -0.773
P  0.1702  0.0543  0.3956  0.743
C  1.8310  0.7743  1.1143  -0.730
C  2.6310  2.0716  0.9907  -0.397
C  3.5672  2.3455  -0.1986  -0.216
C  2.9342  2.8273  -1.4978  -0.612
C  4.5441  1.2002  -0.4492  -0.614
C  0.9217  -0.1295  -1.3945  -0.762
C  0.3301  0.3513  -2.6953  -0.059
C  -0.0789  -0.6042  -3.6424  -0.144
C  -0.6045  -0.2510  -4.8705  -0.216
C  -0.7279  1.0859  -5.2160  -0.197
C  -0.3026  2.0544  -4.3107  -0.202
C  0.2266  1.6867  -3.0876  -0.219
P  -0.7994  0.4300  2.5376  0.779
N  -0.1620  1.9209  3.0845  -1.187
O  -0.1180  -0.6478  3.6736  -0.974
P  -0.9612  2.1098  -0.1794  1.304
N  -0.1006  3.5312  0.1060  -1.214
O  -2.1393  2.2547  0.9417  -1.031
P  -1.8910  -0.7251  -0.4365  1.499
O  -1.8054  -2.0760  -1.2964  -0.993
O  -2.9570  -0.9972  0.7347  -1.003
S  -2.7228  0.6307  -1.6297  -0.474
H  -4.0704  -3.7649  0.6644  0.226
H  -4.7817  -2.7027  1.8791  0.200
H  -5.1475  -4.3897  1.8963  0.230
H  -3.1546  -3.1581  3.4133  0.159
H  -3.3386  -4.8689  3.1930  0.247
H  -0.2698  -3.4471  0.1905  0.190
H  0.6422  -3.6740  1.5925  0.212
H  1.3398  -1.5445  1.8912  0.242
H  1.5997  -1.9899  0.2974  0.244
H  1.7314  0.5880  2.1825  0.192
H  2.5458  0.0030  0.8337  0.221
H  2.1543  2.9957  1.2902  0.217
H  3.3735  1.9669  1.7872  0.205
H  4.1789  3.1723  0.1509  0.204
H  2.0530  3.4160  -1.2822  0.200
H  3.6231  3.4878  -2.0129  0.220
H  2.7159  2.0166  -2.1807  0.204
H  5.4470  1.6108  -0.8881  0.223
H  4.8269  0.6997  0.4688  0.207
H  4.1681  0.4933  -1.1818  0.196
H  1.0107  -1.2039  -1.5270  0.209
H  1.9466  0.2102  -1.3290  0.254
H  0.0212  -1.6542  -3.4191  0.183
H  -0.9108  -1.0149  -5.5613  0.220
H  -1.1208  1.3842  -6.1707  0.221
H  -0.3763  3.0998  -4.5538  0.215
H  0.5543  2.4655  -2.4206  0.204
H  0.6588  1.8066  3.6662  0.394
H  -0.8694  2.4272  3.5947  0.389
H  -0.8218  -1.1372  4.1101  0.379
H  -0.2942  4.0211  0.9694  0.402
H  -0.0966  4.1698  -0.6786  0.406
H  -2.6367  3.0638  0.7743  0.506
H  -0.9117  -2.4190  -1.4023  0.513
H  -3.7979  -1.2227  0.3112  0.506
Eu  -2.4841  -0.6803  5.0363  0.934

Output
Kohn-Sham gap (spin up / spin down): 0.2295 / 0.2216 Eh
LUMO level (spin up / spin down): -2.89 / -3.93 eV
multiplicity: 8
total charge: +1
HOMO level (spin up / spin down): -9.1 / -10.0 eV

---

(3)
Entry from the OMol25 dataset: a cluster of 2 separate species, C11H12N2O2S in total in a non-equilibrium geometry (ωB97M-V with the def2-TZVPD basis set).

Each line ends with the natural charge from an NBO analysis.
Atoms and positions in Å:
C  0.5049  2.4011  -2.2243  -0.172
C  0.2472  1.2064  -2.8856  -0.218
C  -0.0678  2.4212  -0.9223  -0.166
C  -0.5003  0.1376  -2.4417  -0.227
C  -0.8318  1.3737  -0.4047  -0.057
C  -1.0391  0.1965  -1.2016  -0.258
C  -1.5382  1.3055  0.9289  -0.175
C  -2.1085  0.0938  1.1409  -0.397
C  1.7355  -0.7777  0.1606  0.793
C  0.0821  -1.6058  3.3125  -0.516
C  0.7936  -1.0015  2.4541  0.030
N  1.5692  -1.3067  -1.0580  -0.822
N  1.1680  -1.5680  1.2172  -0.657
O  2.4514  0.1714  0.4002  -0.632
O  -1.2857  -2.1409  0.0013  -0.991
S  -2.0606  -0.9654  -0.3349  1.303
H  1.1068  3.1355  -2.6601  0.227
H  0.7832  1.1919  -3.8178  0.215
H  -0.0797  3.3457  -0.3844  0.212
H  -0.7150  -0.7395  -3.0355  0.231
H  -1.4655  2.1350  1.6171  0.231
H  -2.5455  -0.3258  2.0207  0.246
H  -0.2745  -2.6001  3.0908  0.192
H  -0.2201  -1.0768  4.1671  0.207
H  0.9800  0.1020  2.5762  0.210
H  0.7749  -1.9305  -1.0972  0.395
H  1.5835  -0.6875  -1.8531  0.402
H  0.9519  -2.4913  1.2335  0.398

Output
energy above the lowest of the compared OMol25 structures with the same formula, charge and spin: 71.8 kcal/mol
Kohn-Sham gap: 0.2940 Eh
LUMO level: -0.31 eV
HOMO level: -8.3 eV

---

(4)
Entry from the OMol25 dataset: a cluster of 6 separate species, C4H17NO8 in total (ωB97M-V with the def2-TZVPD basis set).

Each line ends with the natural charge from an NBO analysis.
Atoms and positions in Å:
C  0.5788  -0.9200  1.4842  0.590
N  0.5063  0.3941  1.1050  -0.635
C  -1.4213  1.9592  1.0626  -0.614
C  -0.6029  0.9182  0.2990  -0.179
C  -1.5163  -0.1817  -0.2357  0.857
O  -2.5672  -0.4302  0.5640  -0.700
O  -1.4211  -0.7135  -1.3203  -0.647
O  -0.1859  -1.7425  1.0205  -0.663
H  1.3834  -1.1689  2.1760  0.156
H  1.0032  1.0841  1.6419  0.405
H  -1.7710  1.5617  2.0219  0.225
H  -2.2808  2.3132  0.4907  0.230
H  -0.7908  2.7946  1.3593  0.217
H  -0.1819  1.3665  -0.5999  0.249
H  -3.0694  -1.1962  0.2693  0.508
H  0.1406  -1.1182  -2.0506  0.523
H  0.9007  -1.8210  -3.2405  0.496
O  1.0407  -1.3017  -2.4376  -1.005
H  -1.2210  -1.2626  4.0749  0.480
H  -1.6625  -0.6238  2.6990  0.489
O  -1.0429  -0.5577  3.4455  -0.960
H  2.0996  0.0896  -2.0808  0.498
H  2.2109  0.7525  -0.7311  0.478
O  2.4026  0.9247  -1.6718  -0.967
H  1.1316  1.9001  -2.4397  0.496
H  -0.1748  1.4213  -3.0938  0.459
O  0.2880  2.2236  -2.8346  -0.978
H  1.9429  -1.8161  -0.9893  0.491
H  1.9740  -2.8650  0.1074  0.471
O  2.3064  -1.9845  -0.0956  -0.973

Output
energy above the lowest of the compared OMol25 structures with the same formula, charge and spin: 13.6 kcal/mol
Kohn-Sham gap: 0.3850 Eh
LUMO level: 0.38 eV
SMILES: C[C@@H](NC=O)C(=O)O.O.O.O.O.O
HOMO level: -10.1 eV

---

(5)
Entry from the OMol25 dataset: a structure of composition C9H20AuClIO2P in a non-equilibrium geometry (ωB97M-V with the def2-TZVPD basis set).

Each line ends with the natural charge from an NBO analysis.
Atoms and positions in Å:
C  0.4957  -2.3058  -0.1163  -0.653
I  0.4583  2.2360  0.9655  0.092
H  -0.5177  -2.7276  -0.1782  0.253
H  0.8924  -2.3098  0.9054  0.258
H  1.1555  -2.7820  -0.8708  0.234
Au  -0.0436  -0.2816  -0.8417  0.965
P  -0.3823  0.3665  -3.0462  1.248
C  1.2581  0.7851  -3.6959  -0.985
C  -1.0162  -1.1475  -3.8196  -0.988
H  -2.4835  1.4608  -2.7447  0.300
H  -1.7106  1.9479  -4.3091  0.297
H  -1.1511  2.6273  -2.7271  0.283
C  -1.5390  1.7362  -3.2501  -0.988
H  -1.9262  -1.4368  -3.2689  0.294
H  -1.2216  -1.0071  -4.8811  0.299
H  1.2389  0.9398  -4.7803  0.305
H  1.9670  -0.0206  -3.4424  0.268
H  -0.2866  -1.9622  -3.6719  0.272
H  1.6094  1.6992  -3.1883  0.279
C  1.8974  -0.2499  -0.3737  0.494
O  2.7253  -0.3315  0.4224  -0.321
Cl  -2.4128  -0.2943  -0.9446  -0.322
C  -0.6805  0.8515  4.2097  -0.435
C  0.7192  0.2888  4.5577  -0.434
C  1.2712  -0.1396  3.1871  -0.088
O  0.1987  -0.3543  2.2847  -0.558
C  -1.0203  0.0591  2.9244  -0.095
H  -1.4181  0.6601  4.9959  0.257
H  -0.5974  1.9251  4.0251  0.215
H  0.6133  -0.6004  5.1870  0.230
H  1.3494  1.0179  5.0500  0.248
H  1.9030  0.6617  2.7696  0.173
H  1.8316  -1.0767  3.2397  0.204
H  -1.5431  -0.8728  3.1940  0.204
H  -1.6338  0.6374  2.2327  0.194

Output
energy above the lowest of the compared OMol25 structures with the same formula, charge and spin: 0.0 kcal/mol
Kohn-Sham gap (spin up / spin down): 0.2319 / 0.1945 Eh
LUMO level (spin up / spin down): -9.99 / -10.77 eV
multiplicity: 3
total charge: +2
HOMO level (spin up / spin down): -16.3 / -16.1 eV

---

(6)
Entry from the OMol25 dataset: a cluster of 2 separate species, C2H6O2Si2 in total (ωB97M-V with the def2-TZVPD basis set).

Each line ends with the natural charge from an NBO analysis.
Atoms and positions in Å:
C  -0.3603  0.1237  0.3671  -0.100
C  3.6405  0.0264  0.9952  0.491
O  0.2182  0.2563  1.4301  -0.525
O  3.2763  -0.4733  1.9374  -0.489
Si  -0.6098  -1.6670  -0.3210  0.757
Si  -0.9481  1.7173  -0.5667  0.756
H  -1.8804  -1.6892  -1.0454  -0.159
H  0.5151  -1.9042  -1.2233  -0.146
H  -0.6104  -2.6056  0.7943  -0.140
H  -1.2976  2.7313  0.4225  -0.140
H  -2.1046  1.3307  -1.3752  -0.161
H  0.1613  2.1536  -1.4151  -0.143

Output
energy above the lowest of the compared OMol25 structures with the same formula, charge and spin: 94.8 kcal/mol
Kohn-Sham gap: 0.3245 Eh
LUMO level: 0.10 eV
HOMO level: -8.7 eV

---

(7)
Entry from the OMol25 dataset: a cluster of 2 separate species, C4H14N in total in a non-equilibrium geometry (ωB97M-V with the def2-TZVPD basis set).

Each line ends with the natural charge from an NBO analysis.
Atoms and positions in Å:
N  -0.1223  -2.3854  0.1594  -1.384
H  0.7217  -2.0648  -0.2872  0.357
H  -0.4020  -1.5505  0.7767  0.376
H  -0.8741  -2.4869  -0.5295  0.344
H  0.0312  -3.2344  0.6936  0.352
C  0.8281  0.4492  1.1686  -0.605
C  0.2266  0.5940  -0.2582  -0.245
C  -1.3097  0.3192  -0.2410  -0.632
C  0.5601  1.8853  -1.0045  -0.602
H  1.9507  0.4805  1.2325  0.222
H  0.4371  1.1792  1.8660  0.211
H  0.4848  -0.5052  1.5757  0.175
H  0.7183  -0.2237  -0.8119  0.170
H  -1.6953  0.1234  -1.2839  0.221
H  -1.8018  1.2402  0.1397  0.217
H  -1.6408  -0.5037  0.4092  0.189
H  1.6368  2.0321  -1.0825  0.215
H  0.1031  1.8498  -2.0005  0.213
H  0.1474  2.8018  -0.5223  0.205

Output
energy above the lowest of the compared OMol25 structures with the same formula, charge and spin: 12.1 kcal/mol
Kohn-Sham gap (spin up / spin down): 0.1757 / 0.4555 Eh
LUMO level (spin up / spin down): 1.08 / 0.72 eV
multiplicity: 2
HOMO level (spin up / spin down): -3.7 / -11.7 eV

---

(8)
Entry from the OMol25 dataset: the molecule C4H6O2 (ωB97M-V with the def2-TZVPD basis set).

Each line ends with the natural charge from an NBO analysis.
Atoms and positions in Å:
O  1.4035  0.8120  1.0726  -0.515
C  1.7919  0.1550  0.1345  0.460
C  0.8607  -0.6262  -0.7814  -0.710
C  -0.2906  -1.1035  0.0855  0.393
C  -1.7497  0.4591  0.5385  -0.272
O  -1.4085  -0.5488  -0.4268  -0.573
H  2.8697  0.1239  -0.1144  0.120
H  1.3954  -1.4693  -1.2232  0.252
H  0.5229  0.0610  -1.5741  0.235
H  -1.1435  0.2897  1.4328  0.222
H  -2.8121  0.4409  0.7655  0.197
H  -1.4397  1.4061  0.0906  0.190

Output
energy above the lowest of the compared OMol25 structures with the same formula, charge and spin: 112.3 kcal/mol
Kohn-Sham gap: 0.3141 Eh
LUMO level: 0.12 eV
HOMO level: -8.4 eV